*P*
# H3NO2S2

H3NO2S2 as an isolated structure (ωB97M-V/def2-TZVPD, OMol25).

Summary:
Spin multiplicity ... 1
Gap between HOMO and LUMO ... 9.5 eV
Charge ... 0

Last column: Mulliken charge in e.
Positions of all 8 atoms, in Å:
N1 1.288 -0.562 -0.266  -0.429
O1 -0.756 -0.054 1.278  -0.288
O2 -1.357 0.181 -1.015  -0.481
S1 -1.742 0.772 0.222  0.469
S2 -0.033 -1.267 0.481  0.090
H1 1.227 -0.381 -1.262  0.254
H2 2.258 -0.615 0.195  0.239
H3 -0.885 1.925 0.368  0.145

=====

*Q*
# H3NO2S2

One molecule with the formula H3NO2S2 (ωB97M-V/def2-TZVPD, OMol25).

Summary:
Spin multiplicity ... 1
Gap between HOMO and LUMO ... 9.3 eV
Charge ... 0

Last column: Mulliken charge in e.
Positions of all 8 atoms, in Å:
N1 -1.614 0.256 0.465  -0.433
O1 -0.055 -1.218 -0.955  -0.508
O2 0.974 0.710 0.046  -0.281
S1 2.590 0.616 -0.132  -0.023
S2 -0.117 -0.547 0.313  0.629
H1 -1.926 0.716 1.291  0.233
H2 -2.343 -0.065 -0.180  0.261
H3 2.491 -0.468 -0.849  0.122

=====

The structure with the most favorable energy is *Q*; the runner-up is 35.2 kJ/mol above it.

=====

*P*
# C2H3O2S2

An isolated ion of composition C2H3O2S2 and charge -1 (ωB97M-V/def2-TZVPD, OMol25).

Summary:
Spin multiplicity ... 1
Gap between HOMO and LUMO ... 7.0 eV
Charge ... -1

Last column: Mulliken charge in e.
Positions of all 9 atoms, in Å:
C1 1.218 0.054 -0.074  -0.910
C2 -0.362 0.753 -0.005  0.143
S1 -0.606 2.345 0.370  -0.329
S2 -1.710 -0.561 -0.096  0.472
O1 -0.960 -1.644 -0.896  -0.672
O2 -1.770 -0.916 1.330  -0.593
H1 1.333 -0.875 0.491  0.286
H2 1.108 -0.115 -1.179  0.261
H3 1.749 0.958 0.059  0.342

=====

*Q*
# C2H3O2S2

An isolated ion of composition C2H3O2S2 and charge -1 (ωB97M-V/def2-TZVPD, OMol25).

Summary:
Spin multiplicity ... 1
Gap between HOMO and LUMO ... 5.7 eV
Charge ... -1

Last column: Mulliken charge in e.
Positions of all 9 atoms, in Å:
C1 0.308 0.799 0.026  -0.953
C2 -0.814 0.075 0.729  0.218
O1 -2.442 1.637 -0.691  -0.497
O2 -1.561 -0.809 -0.080  -0.390
S1 2.307 1.027 0.177  -0.608
S2 -2.477 0.634 0.372  0.401
H1 -0.009 0.857 -1.141  0.187
H2 0.159 1.852 0.397  0.181
H3 -0.660 -0.236 1.744  0.461

=====

The structure with the most favorable energy is *P*; the runner-up is 139.9 kJ/mol above it.

=====

*P*
# C24H60N4O8

A 4-piece molecular cluster, C24H60N4O8 overall (ωB97M-V/def2-TZVPD, OMol25).

Summary:
Spin multiplicity ... 1
Gap between HOMO and LUMO ... 8.9 eV
Charge ... 0

Last column: Mulliken charge in e.
Positions of all 96 atoms, in Å:
C1 3.013 -5.034 0.888  -0.713
O1 1.576 -4.887 0.884  -0.292
C2 0.825 -5.648 -0.043  -0.427
C3 -0.703 -5.519 0.260  -0.372
N1 -1.560 -5.807 -0.863  -0.282
C4 -2.938 -5.811 -0.550  -0.935
C5 -3.502 -4.339 -0.508  -0.313
O2 -3.519 -3.758 -1.802  -0.323
C6 -4.318 -2.593 -1.954  -0.840
H1 3.301 -4.899 -0.154  0.293
H2 3.452 -5.992 1.167  0.296
H3 3.470 -4.377 1.627  0.246
H4 1.052 -6.714 -0.066  0.278
H5 1.062 -5.228 -1.020  0.310
H6 -0.922 -4.521 0.639  0.197
H7 -1.080 -6.283 0.941  0.208
H8 -1.427 -5.198 -1.658  0.313
H9 -3.180 -6.289 0.400  0.380
H10 -3.527 -6.482 -1.175  0.343
H11 -2.944 -3.763 0.231  0.293
H12 -4.550 -4.404 -0.215  0.401
H13 -4.095 -2.084 -2.892  0.282
H14 -4.227 -1.861 -1.152  0.328
H15 -5.407 -2.622 -1.913  0.328
C7 6.448 7.733 -6.698  -0.705
O3 6.969 7.336 -5.391  -0.375
C8 6.512 6.015 -5.139  -0.641
C9 7.147 5.591 -3.800  -0.764
N2 6.776 6.578 -2.801  -0.252
C10 7.217 6.180 -1.509  -0.600
C11 6.132 5.569 -0.746  -0.530
O4 6.316 5.839 0.679  -0.403
C12 6.398 4.556 1.418  -0.766
H16 5.358 7.720 -6.672  0.299
H17 6.839 6.963 -7.362  0.291
H18 6.736 8.720 -7.061  0.250
H19 6.613 5.341 -5.990  0.514
H20 5.456 6.074 -4.875  0.326
H21 8.191 5.665 -4.105  0.296
H22 6.901 4.576 -3.488  0.469
H23 7.169 7.381 -3.273  0.242
H24 7.545 7.021 -0.898  0.458
H25 8.113 5.562 -1.449  0.282
H26 6.057 4.504 -0.966  0.299
H27 5.155 5.942 -1.054  0.382
H28 5.429 4.099 1.617  0.315
H29 6.745 4.749 2.433  0.287
H30 7.024 3.752 1.032  0.327
C13 -8.010 -3.657 10.333  -0.855
O5 -8.078 -2.465 9.719  -0.372
C14 -6.820 -1.972 9.264  -0.652
C15 -6.425 -2.414 7.798  -0.542
N3 -5.317 -3.387 7.878  -0.305
C16 -4.414 -3.665 6.702  -0.758
C17 -3.382 -2.539 6.685  -0.432
O6 -3.481 -1.602 5.588  -0.325
C18 -2.599 -0.473 5.695  -0.742
H31 -7.763 -4.594 9.834  0.274
H32 -8.723 -3.833 11.138  0.374
H33 -7.229 -3.599 11.091  0.328
H34 -6.045 -2.112 10.017  0.444
H35 -6.793 -0.890 9.133  0.323
H36 -6.064 -1.529 7.274  0.402
H37 -7.293 -2.862 7.314  0.351
H38 -5.629 -4.225 8.348  0.207
H39 -4.946 -3.931 5.789  0.342
H40 -3.981 -4.615 7.017  0.376
H41 -2.391 -2.993 6.686  0.338
H42 -3.403 -1.852 7.530  0.353
H43 -2.935 0.294 4.997  0.241
H44 -1.567 -0.738 5.465  0.309
H45 -2.466 -0.071 6.699  0.319
C19 1.675 0.575 -1.134  -0.838
O7 1.466 1.663 -2.035  -0.347
C20 0.750 1.287 -3.210  -0.325
C21 -0.299 2.435 -3.378  -0.701
N4 -0.925 2.421 -4.674  -0.376
C22 -0.116 2.351 -5.881  -0.487
C23 -1.002 1.909 -7.070  -0.508
O8 -1.519 0.628 -6.649  -0.296
C24 -1.705 -0.246 -7.778  -0.799
H46 0.842 0.107 -0.609  0.324
H47 2.330 0.771 -0.285  0.293
H48 2.242 -0.235 -1.593  0.340
H49 0.227 0.337 -3.095  0.303
H50 1.473 1.031 -3.985  0.324
H51 0.159 3.408 -3.206  0.321
H52 -1.088 2.237 -2.653  0.286
H53 -1.549 1.627 -4.680  0.336
H54 0.740 1.716 -5.655  0.263
H55 0.329 3.317 -6.121  0.318
H56 -0.299 1.868 -7.902  0.414
H57 -1.809 2.638 -7.148  0.296
H58 -2.393 -1.039 -7.484  0.229
H59 -0.769 -0.707 -8.094  0.310
H60 -2.106 0.276 -8.647  0.319

=====

*Q*
# C24H60N4O8

A 4-piece molecular cluster, C24H60N4O8 overall (ωB97M-V/def2-TZVPD, OMol25).

Summary:
Spin multiplicity ... 1
Gap between HOMO and LUMO ... 9.0 eV
Charge ... 0

Last column: Mulliken charge in e.
Positions of all 96 atoms, in Å:
C1 -2.325 3.187 0.751  -0.816
O1 -1.619 1.984 0.449  -0.129
C2 -0.507 2.082 -0.370  -0.742
C3 0.151 0.706 -0.631  -0.588
N1 -0.890 -0.294 -1.195  -0.339
C4 -0.328 -1.608 -1.234  -1.003
C5 -0.433 -2.305 0.080  -0.209
O2 -1.657 -2.988 -0.079  -0.274
C6 -1.968 -3.710 1.109  -0.794
H1 -3.317 2.945 1.132  0.154
H2 -2.519 3.701 -0.190  0.374
H3 -1.701 3.695 1.487  0.326
H4 0.216 2.776 0.059  0.382
H5 -0.793 2.413 -1.368  0.372
H6 0.633 0.411 0.301  0.298
H7 0.973 0.835 -1.336  0.402
H8 -1.813 -0.146 -0.813  0.295
H9 0.685 -1.593 -1.636  0.338
H10 -1.034 -2.027 -1.951  0.453
H11 -0.496 -1.728 1.002  0.217
H12 0.280 -3.094 0.319  0.450
H13 -1.755 -4.776 1.031  0.306
H14 -3.052 -3.773 1.198  0.238
H15 -1.601 -3.285 2.044  0.300
C7 -6.214 -2.721 -1.722  -0.815
O3 -5.259 -3.455 -2.436  -0.216
C8 -5.826 -4.504 -3.160  -0.703
C9 -4.830 -5.341 -3.999  -0.667
N2 -4.182 -4.692 -5.087  -0.434
C10 -3.284 -5.737 -5.672  -0.613
C11 -2.521 -5.356 -6.976  -0.701
O4 -1.612 -4.271 -6.610  -0.225
C12 -0.816 -3.772 -7.606  -0.858
H16 -6.888 -3.365 -1.157  0.316
H17 -6.817 -2.211 -2.473  0.344
H18 -5.717 -1.877 -1.243  0.243
H19 -6.597 -4.178 -3.858  0.400
H20 -6.323 -5.196 -2.479  0.401
H21 -5.391 -6.150 -4.466  0.423
H22 -4.151 -5.730 -3.240  0.335
H23 -3.640 -4.071 -4.503  0.274
H24 -3.707 -6.717 -5.892  0.476
H25 -2.472 -5.938 -4.974  0.353
H26 -3.291 -5.210 -7.734  0.362
H27 -1.893 -6.174 -7.329  0.392
H28 -0.239 -2.870 -7.404  0.276
H29 -1.441 -3.396 -8.416  0.329
H30 -0.200 -4.501 -8.133  0.315
C13 -5.752 1.197 3.812  -0.652
O5 -5.089 0.010 3.951  -0.440
C14 -3.772 -0.226 3.431  -0.553
C15 -2.678 0.519 4.144  -0.356
N3 -2.694 -0.035 5.489  -0.191
C16 -1.798 0.831 6.345  -0.833
C17 -0.304 0.589 6.118  -0.567
O6 0.207 -0.628 5.784  -0.318
C18 -0.334 -1.683 6.640  -0.784
H31 -5.115 2.075 3.922  0.274
H32 -6.645 1.186 4.436  0.253
H33 -6.166 1.437 2.832  0.287
H34 -3.699 0.010 2.370  0.398
H35 -3.648 -1.309 3.422  0.229
H36 -3.007 1.549 4.286  0.199
H37 -1.725 0.476 3.616  0.293
H38 -3.643 -0.246 5.763  0.275
H39 -1.963 0.446 7.352  0.456
H40 -1.984 1.899 6.458  0.397
H41 0.273 0.947 6.970  0.407
H42 0.007 1.170 5.249  0.319
H43 0.179 -1.960 7.561  0.317
H44 -0.270 -2.595 6.047  0.289
H45 -1.415 -1.820 6.688  0.285
C19 4.887 6.218 -0.477  -0.779
O7 5.446 4.987 -0.675  -0.296
C20 6.233 4.924 -1.852  -0.472
C21 6.917 3.497 -1.878  -0.916
N4 7.609 2.985 -0.657  -0.434
C22 8.920 3.463 -0.482  -0.283
C23 9.363 3.359 0.909  -0.774
O8 8.639 4.124 1.888  -0.357
C24 8.866 5.546 1.838  -0.660
H46 4.626 6.667 -1.436  0.347
H47 5.516 6.963 0.011  0.255
H48 4.020 6.061 0.163  0.240
H49 6.876 5.792 -2.004  0.387
H50 5.516 4.888 -2.671  0.437
H51 7.541 3.441 -2.770  0.414
H52 6.057 2.828 -1.925  0.386
H53 7.035 3.377 0.076  0.321
H54 9.109 4.470 -0.854  0.276
H55 9.523 2.816 -1.118  0.370
H56 10.436 3.547 0.943  0.425
H57 9.183 2.401 1.397  0.296
H58 8.492 5.982 0.912  0.189
H59 9.945 5.666 1.750  0.334
H60 8.466 6.179 2.630  0.293

=====

The structure with the most favorable energy is *Q*; the runner-up is 14.5 kJ/mol above it.

=====

*P*
# C4H5ClN2O

One molecule with the formula C4H5ClN2O (ωB97M-V/def2-TZVPD, OMol25).

Summary:
Spin multiplicity ... 1
Gap between HOMO and LUMO ... 8.8 eV
Charge ... 0

Last column: Mulliken charge in e.
Positions of all 13 atoms, in Å:
C1 1.861 0.966 -0.281  -0.713
N1 1.159 -0.234 -0.144  -0.122
Cl1 1.776 -1.329 1.167  -0.107
C2 -0.247 -0.181 -0.172  0.498
C3 -1.084 -1.005 0.493  -0.238
C4 -2.300 -0.596 -0.085  -0.490
N2 -2.186 0.454 -0.829  -0.392
O1 -0.831 0.710 -0.960  -0.138
H1 1.381 1.739 0.452  0.279
H2 2.866 0.858 0.140  0.289
H3 1.785 1.240 -1.313  0.288
H4 -0.971 -1.675 1.324  0.375
H5 -3.210 -0.947 0.207  0.471

=====

*Q*
# C4H5ClN2O

A 2-piece molecular cluster, C4H5ClN2O overall (ωB97M-V/def2-TZVPD, OMol25).

Summary:
Spin multiplicity ... 1
Gap between HOMO and LUMO ... 9.1 eV
Charge ... 0

Last column: Mulliken charge in e.
Positions of all 13 atoms, in Å:
C1 1.759 1.570 1.517  -1.128
C2 0.515 1.154 0.791  0.164
Cl1 -0.027 2.304 -0.493  -0.195
C3 -0.199 0.133 1.046  0.595
O1 -0.816 -0.838 1.211  -0.376
H1 1.584 2.432 2.151  0.289
H2 2.190 0.823 2.295  0.300
H3 2.438 1.829 0.811  0.346
N1 -3.820 -1.389 -0.783  -0.395
C4 -3.613 -0.297 -0.319  0.382
N2 -2.912 0.667 -0.100  -0.395
H4 -4.471 -1.863 -1.287  0.225
H5 -3.254 1.385 0.424  0.187

=====

The structure with the most favorable energy is *Q*; the runner-up is 62.4 kJ/mol above it.